Computed, not measured: a structure of composition C46H45CdClN3O3P2Se2SiTe in a non-equilibrium geometry, with the ωB97M-V functional and the def2-TZVPD basis.

Geometry as XYZ:
```
105
C46H45CdClN3O3P2Se2SiTe | the Open Molecules 2025 dataset | the ωB97M-V functional and the def2-TZVPD basis
Te 2.68300 -0.07009 0.36669
Cd -0.72520 -3.02287 -1.04143
Se -3.31541 4.10688 -1.56710
Se -2.43891 -2.40783 1.21630
Cl 5.67912 -3.14697 -2.35860
P -2.04630 3.37896 -0.11091
P -2.74592 -0.32191 1.21917
Si -0.06568 -2.63810 -3.46256
O -1.38819 -5.41511 -0.70614
O 0.28488 -4.47622 0.43717
O 1.83500 -6.89463 0.03550
N -0.18914 1.72377 -1.07619
N -0.61159 -0.31833 -0.54647
N 0.19141 0.50354 -1.19121
C -2.16266 0.98602 5.58455
C -1.30189 1.76695 -0.27691
C -1.50013 0.45071 0.13355
C -1.29146 -1.49299 -4.40863
C -0.06906 -4.27511 -4.39480
C -5.58624 -0.30196 1.06721
C -0.09857 6.84110 0.58822
C -4.46457 0.72306 -0.80144
C 6.80251 3.08970 0.14857
C -2.46030 4.04501 3.93144
C 2.62890 -5.91024 -0.56415
C -3.62280 0.65542 3.72613
C -1.97172 3.56256 2.71710
C 5.21389 2.69968 -1.61819
C 4.20887 -4.17948 -0.37715
C -0.31424 -5.46513 -0.07779
C 0.38257 -6.81138 0.00066
C 1.53134 5.18025 1.02263
C -4.09394 3.51345 1.72750
C -1.24101 0.37493 3.39984
C -1.00996 5.89487 0.13741
C 4.65017 0.19841 1.07948
C 3.21395 -4.94736 0.20846
C 2.83577 -5.95739 -1.95031
C 3.45482 0.96502 -1.35534
C 5.21758 1.37731 0.33957
C -6.73931 -0.05101 0.42153
C 1.64202 -1.70807 -3.65083
C -2.55467 0.27565 2.93576
C -3.42322 1.02197 5.07009
C 6.30398 3.41611 -1.08568
C 3.82459 -5.16270 -2.54727
C -1.08109 0.72346 4.71406
C 2.00282 -6.98302 -2.79271
C 4.61948 1.70952 -0.87044
C -5.66452 0.94874 -1.44298
C 0.59720 4.20389 0.68723
C -2.74492 3.40159 1.56139
C -3.80796 4.23885 4.08967
C 1.17918 6.52668 0.97882
C -4.37611 0.13012 0.45222
C 6.29662 2.02894 0.86903
C 4.48070 -4.26247 -1.76743
C -6.80918 0.53698 -0.82821
C -0.65977 4.54507 0.18909
C -4.61573 3.91773 3.01531
H -5.60057 1.38501 -2.46562
H 6.83496 1.66929 1.70988
H -4.10715 4.72808 5.04537
H 6.67626 4.21578 -1.70397
H 2.49543 4.79447 1.31338
H 2.37111 -7.05391 -3.81183
H -4.77060 3.47574 0.86265
H 1.88877 7.29846 1.33873
H 0.76541 3.15516 0.76767
H -0.43332 0.00375 2.76065
H -2.00633 6.16774 -0.19142
H -5.57235 -0.92522 1.95536
H -0.03790 0.79018 5.11160
H 0.07168 -4.16008 -5.47500
H 0.97300 -6.71922 -2.82948
H -4.61722 0.62207 3.27584
H -4.26810 1.23111 5.74025
H 2.74582 1.51525 -1.96867
H -1.83366 4.34315 4.81029
H -7.72543 -0.38505 0.82785
H -0.40624 7.85509 0.60341
H -1.26408 -0.57102 -3.86903
H 2.40442 -2.15163 -3.05768
H 3.10200 -4.95064 1.23602
H 3.98683 -5.17936 -3.61650
H -0.84329 -1.41667 -5.36595
H 4.78940 -3.50944 0.17574
H 3.84846 0.20941 -2.06042
H -5.63034 4.12564 3.05456
H 5.29608 -0.71466 0.92259
H 0.83542 -4.82985 -4.02649
H -1.97819 1.30430 6.65205
H 2.03501 -7.98893 -2.36450
H 7.74490 3.54783 0.50412
H 0.06642 -7.38434 -0.84989
H 1.46988 -0.66229 -3.27393
H 4.84849 2.88425 -2.62578
H -3.59634 1.15166 -1.27261
H -0.94138 -4.94581 -4.21275
H 2.00312 -1.60183 -4.68066
H -0.84033 3.48004 2.62976
H -2.31370 -1.87919 -4.45768
H 4.67517 0.41628 2.12505
H -7.74268 0.51033 -1.37955
H 0.03217 -7.29344 0.93610
```

The LUMO energy comes out at 0.077 hartree. The HOMO-LUMO gap comes out at 7.364 eV. The electronic energy is -240575.6477 eV. As for the total charge: -1. The HOMO energy comes out at -5.27 eV. The energy above the lowest of the compared OMol25 structures with the same formula, charge and spin comes out at 131.60 kJ/mol.

Atom charges from the Löwdin analysis, given in e for atoms 1 to 4: 1.22 1.13 0.35 0.28

---

Computed, not measured: a structure of composition C46H45CrN9O3 in a non-equilibrium geometry, with the ωB97M-V functional and the def2-TZVPD basis.

Geometry as XYZ:
```
104
C46H45CrN9O3 | the Open Molecules 2025 dataset | the ωB97M-V functional and the def2-TZVPD basis
Cr -0.80660 -0.97532 0.15296
O 0.83306 0.06302 -0.88993
O -0.21118 1.06435 0.69622
O 1.18832 -0.44041 1.02184
N 0.02737 1.90737 -4.74809
N 3.94020 4.72319 -0.25451
N -1.40712 2.47521 4.36502
N -0.76856 -2.84829 -0.84622
N 4.24320 -2.03095 -2.53631
N 0.38083 -3.53546 2.69026
N -2.45018 -0.33680 -1.17939
N -4.83747 4.35893 2.30090
N -2.20172 -1.30938 1.74329
C 3.56519 2.51779 -1.02288
C 1.35790 2.46927 -6.63364
C 4.41971 -3.62908 -0.28260
C -1.77583 -3.72863 -1.13237
C 0.18716 -4.83791 2.79904
C -2.86655 -2.43912 2.11588
C 0.58591 -4.19806 -2.29786
C -1.66795 -4.81202 -1.95753
C 2.49496 -5.31861 2.97655
C -3.13299 3.27343 1.00404
C 1.15647 1.87689 -4.02302
C -5.43444 3.20323 0.28541
C 2.53313 2.50221 -5.89627
C -2.97928 -0.34205 3.83318
C 3.66901 -1.62312 -1.39508
C 3.08369 3.75366 -0.61546
C 2.72782 -3.95302 2.84271
C -4.68798 -0.18372 -2.00989
C -0.44514 -5.04606 -2.61710
C 0.13354 4.84529 4.59336
C 0.41478 3.87804 3.63151
C -3.74696 -0.65114 -1.09863
C 3.73439 -2.40961 -0.24191
C -0.34469 2.71788 3.56477
C 5.24318 4.47222 -0.26390
C 1.19467 -5.80167 2.95582
C 0.95276 0.61896 0.27688
C 1.65733 -3.09659 2.67261
C 0.41196 -3.18358 -1.35713
C 0.14481 2.14089 -6.05794
C -3.66081 -1.51088 4.13907
C -2.30235 -0.30424 2.62485
C -0.96760 4.62575 5.40151
C 4.88284 -3.20283 -2.58514
C -3.55799 3.97925 2.12089
C -4.24267 0.48754 -3.12641
C 2.40415 2.24437 -4.54333
C 5.01491 -4.01933 -1.47108
C -2.03840 0.39797 -2.22350
C -4.11787 2.84681 0.11055
C 4.91948 2.24114 -1.02789
C -2.89891 0.81265 -3.22785
C -3.61499 -2.58847 3.25352
C 5.78559 3.24282 -0.66604
C -1.67022 3.42176 5.26866
C -5.74531 3.97013 1.40744
H -4.97163 0.68316 -3.90370
H -3.78768 2.25618 -0.73602
H -2.74089 -3.29831 1.46891
H -0.98028 0.54808 -2.39054
H -4.18137 -1.23983 -0.29968
H -6.74822 4.35008 1.55699
H -1.36401 5.37207 6.07607
H -3.06063 0.54172 4.44500
H -5.72929 -0.46928 -1.95168
H 6.85336 3.08037 -0.73078
H 4.51179 -4.17448 0.64569
H -0.22049 -5.86638 -3.28374
H -1.80737 0.60619 2.30719
H 3.26671 2.28983 -3.89144
H -2.44678 1.30762 -4.07609
H -2.71652 -3.46168 -0.66905
H -2.09391 3.01626 0.84085
H 5.30533 -3.52022 -3.52903
H -0.73439 1.89856 -6.64235
H 3.27739 -2.05096 0.67028
H -6.17637 2.96220 -0.46373
H 2.01667 3.91802 -0.67375
H 3.46686 2.73786 -6.38518
H 0.73116 5.74295 4.66927
H 1.20274 -2.45632 -1.21414
H 5.67080 -4.87032 -1.60572
H 3.11504 -0.70503 -1.53969
H 1.36096 2.70256 -7.69231
H 2.84108 1.83961 -1.45814
H -2.59481 3.34073 5.82916
H 5.30476 1.27429 -1.32754
H -2.56365 -5.37127 -2.18960
H -4.15141 -3.48697 3.52065
H 1.06909 1.62470 -2.97253
H -0.81145 -5.24817 2.67683
H 1.76916 -2.02057 2.64672
H 0.97533 -6.85564 3.03291
H 3.33144 -6.00697 2.96252
H 5.87542 5.32003 -0.03080
H 1.51641 -4.29945 -2.84098
H -4.26130 -1.50581 5.04003
H 1.22888 4.06071 2.94294
H 3.71565 -3.51197 2.81323
H -2.84510 4.22521 2.89602
H -0.12502 1.94503 2.83716
```

The LUMO energy (spin up / spin down) comes out at 0.008 / -0.005 hartree. The HOMO-LUMO gap (spin up / spin down) comes out at 5.924 / 6.296 eV. The electronic energy is -96401.3654 eV. The HOMO energy (spin up / spin down) comes out at -5.71 / -6.42 eV. The energy above the lowest of the compared OMol25 structures with the same formula, charge and spin comes out at 432.30 kJ/mol. Its spin multiplicity is 5.

Atom charges from the Löwdin analysis, given in e for atoms 1 to 4: 0.72 -0.12 -0.15 -0.04

---

Computed, not measured: a structure of composition C46H45F3InN6O4PS, with the ωB97M-V functional and the def2-TZVPD basis.

Geometry as XYZ:
```
107
C46H45F3InN6O4PS | the Open Molecules 2025 dataset | the ωB97M-V functional and the def2-TZVPD basis
In -0.08247 -1.40662 0.40866
S -0.84184 -2.45181 3.06251
P -0.99657 1.01492 2.50408
F -3.60504 -0.34131 -3.22344
F -5.44982 0.65547 -2.70958
F -5.40274 -1.49894 -2.92331
O 1.58071 -0.07917 2.01037
O 2.67673 -1.10103 3.69476
O -5.43034 -0.61340 -0.23600
O -3.19464 -0.68025 -0.63478
N -0.84480 -3.44433 -1.49901
N 2.52078 -0.97914 -1.54898
N 0.88716 -4.34823 2.05482
N 1.20945 -3.70752 4.19546
N 0.28642 -4.05924 0.89282
N -1.43097 1.46306 -1.45266
C -0.19660 4.46127 0.48653
C -0.17667 -4.85521 -3.78184
C 0.07050 1.40258 3.97701
C 4.80169 -0.63159 -4.29178
C 2.52890 0.39742 -4.05145
C 2.03549 1.07093 5.33931
C 3.67166 -0.44577 -3.54105
C -1.07138 -3.79452 -3.85134
C 0.47454 -3.54935 3.04779
C -3.74747 0.66662 2.44280
C -3.94797 4.06142 -2.03878
C 4.79233 -1.74923 -1.68333
C 1.21834 -0.39064 -4.18094
C 5.89903 -1.36010 -3.80813
C 1.91457 -0.24551 3.21296
C -2.25620 3.59857 2.13088
C -4.40462 -0.59416 -0.92234
C -4.97598 0.20939 2.89109
C -2.29732 4.87130 1.57028
C 0.37203 2.65128 6.03637
C -4.70402 -0.43730 -2.44792
C -1.18859 2.74277 1.87385
C -3.46056 4.69462 -3.17911
C 0.00216 -4.47776 -1.42242
C -0.16060 3.19151 1.04056
C -3.29076 2.98038 -1.48383
C 0.55180 -4.81067 -0.10979
C -4.00893 -0.22507 5.04587
C -2.63145 0.69790 3.28472
C -2.77583 0.22315 4.58839
C 3.76778 -3.39299 -0.08219
C -1.35908 -3.10995 -2.67689
C -1.27002 5.30594 0.74655
C -5.11121 -0.23060 4.20194
C 5.88008 -1.88536 -2.51015
C 3.61180 -1.06024 -2.21214
C 4.80814 -2.28121 -0.27223
C -2.11103 2.48656 -2.05860
C 1.58575 2.00934 6.25260
C -0.37339 2.34121 4.91107
C 1.30338 0.76694 4.19272
C -1.63430 3.11524 -3.21749
C 2.33397 1.63625 -3.16643
C 4.59818 -1.16483 0.75954
C -2.29852 4.20357 -3.76190
C 0.37359 -5.19944 -2.56137
H 2.97033 0.54610 5.48952
H -3.07318 3.26564 2.76057
H 1.09218 -6.00657 -2.47764
H 1.55947 2.28370 -3.58034
H -1.98197 0.81678 -0.89220
H 5.35652 -0.38351 0.64846
H 0.00469 3.38446 6.74583
H 0.66195 2.51813 0.81996
H -5.80068 0.14652 2.19282
H 6.77031 -1.50178 -4.43461
H -1.32682 2.83333 4.75327
H 0.42424 0.25470 -4.56438
H -3.98212 5.53961 -3.61070
H -1.90345 4.66844 -4.65886
H 2.17759 2.24426 7.13079
H -3.64383 0.95465 1.40222
H -1.31312 6.28928 0.29331
H -4.86039 4.41584 -1.57292
H -2.02772 -2.25253 -2.66467
H 3.76478 -3.75215 0.94746
H 0.89922 -0.78478 -3.21386
H 2.03239 1.34750 -2.15781
H -0.71423 0.99113 -1.97964
H 4.64747 -1.56452 1.77252
H -3.14268 5.51994 1.77042
H -6.06377 -0.61191 4.55169
H 1.22515 -2.86304 4.74992
H 5.80405 -2.70937 -0.12119
H 2.76579 -3.01694 -0.28842
H 6.74839 -2.41436 -2.13380
H -3.68510 2.49580 -0.59736
H 2.13495 -4.06389 4.00283
H 0.09482 -5.40444 -4.67624
H -0.74084 2.72852 -3.69612
H -1.91671 0.18139 5.24548
H -4.09854 -0.59763 6.06003
H -1.53401 -3.50173 -4.78477
H 3.61237 -0.70747 0.66765
H 1.21316 -5.67355 -0.00792
H 4.84421 -0.19361 -5.28306
H 2.82694 0.73321 -5.04817
H 3.95782 -4.23502 -0.75427
H 1.33195 -1.23661 -4.86217
H 0.60400 4.78767 -0.16716
H 3.25918 2.21168 -3.09152
```

The LUMO energy (spin up / spin down) comes out at 0.137 / 0.087 hartree. The HOMO-LUMO gap (spin up / spin down) comes out at 5.728 / 4.377 eV. The electronic energy is -99015.5934 eV. As for the total charge: -2. The HOMO energy (spin up / spin down) comes out at -1.99 / -2.00 eV. The energy above the lowest of the compared OMol25 structures with the same formula, charge and spin comes out at 96.50 kJ/mol.

Atom charges from the Löwdin analysis, given in e for atoms 1 to 4: 0.69 0.53 1.07 0.10

---

Computed, not measured: a structure of composition C46H47N7O7S3SiTi in a non-equilibrium geometry, with the ωB97M-V functional and the def2-TZVPD basis.

Geometry as XYZ:
```
112
C46H47N7O7S3SiTi | the Open Molecules 2025 dataset | the ωB97M-V functional and the def2-TZVPD basis
Ti -0.26987 0.47549 -0.04181
S -1.39531 2.42743 -1.51394
S 3.26657 0.15778 2.03711
S -0.76122 5.33067 -0.90529
Si -1.88178 -2.42528 -0.66472
O 1.49007 1.55495 -0.78451
O 0.58180 -0.01588 -1.99808
O -0.31859 -0.56497 1.57645
O 6.33451 3.30445 -4.48788
O 4.21844 -0.11015 -7.11545
O 5.48345 3.85943 -2.49553
O 2.57843 -1.22640 -6.31775
N 1.01695 -2.41105 -0.37745
N 2.58781 2.75206 1.54944
N -0.64686 2.14454 1.33784
N -0.52748 3.45405 0.82846
N 5.46771 3.15518 -3.56998
N 4.36939 2.13739 0.52116
N 3.38383 -0.31779 -6.25513
C -2.70383 -2.97450 -3.34338
C 3.00648 -4.50898 -0.01887
C -0.80223 0.87718 3.41645
C 1.47793 0.86422 -1.84433
C -3.80929 4.22087 0.69431
C -3.87364 -4.28649 -1.73137
C 2.98620 3.82785 0.77595
C -0.10634 -2.96811 -1.12244
C 4.43190 1.43224 -4.90911
C -1.10372 -0.18090 5.59459
C -4.61107 -4.88407 -2.74765
C -4.36978 5.08105 2.87126
C 2.88615 -3.75059 -1.35747
C -2.06737 -4.56234 1.27814
C 3.42275 0.49817 -5.02370
C -3.63092 -3.16210 3.07422
C 2.61629 -3.60448 1.14395
C -3.21088 -2.56540 1.89177
C -0.85368 3.58558 -0.41291
C 3.46964 2.03397 -2.76346
C 4.46470 2.21829 -3.74232
C -0.63920 -1.53835 3.66923
C -1.05579 0.94072 4.79882
C 3.41495 1.69314 1.36571
C 2.49384 1.07293 -2.91831
C 5.44768 1.31873 0.00208
C -2.56459 5.59865 -0.99676
C -0.57006 -0.39412 2.83869
C -3.22939 5.44046 0.34434
C 1.21560 -3.03008 0.94432
C 2.25627 -2.37136 -1.15141
C -2.47368 -5.16875 2.45858
C -2.41819 -3.24527 0.96647
C -2.12439 -0.61182 -0.65183
C -3.26056 -4.46662 3.36402
C -4.36977 4.04187 1.95089
C -4.38995 -4.52764 -4.06989
C -2.90370 -3.32073 -2.00205
C -3.79834 6.29924 2.52990
C 2.44576 0.27319 -4.06908
C -0.76096 2.12437 2.63559
C -3.22904 6.47319 1.27646
C -3.43043 -3.56728 -4.36599
C 4.11532 3.45206 0.14708
C -0.89577 -1.43217 5.01123
C -0.86116 3.40853 3.43032
H 5.03003 0.39581 -0.39981
H -2.70986 6.60087 -1.40079
H -0.80666 4.27484 2.78522
H 5.94050 1.88364 -0.78777
H 2.63044 -4.15678 2.08802
H -0.02010 -2.63827 -2.16528
H -3.78784 7.11338 3.24527
H -2.97455 4.88446 -1.71208
H -0.50440 -2.50218 3.19673
H -1.96896 -2.21629 -3.59877
H -0.07189 -4.07608 -1.16517
H 1.67015 -0.46310 -4.19489
H 2.41085 4.73403 0.72357
H -4.96136 -4.99178 -4.86549
H 4.02083 -4.89122 0.12201
H -2.17527 -6.18877 2.67309
H -5.35971 -5.62991 -2.50380
H 1.69262 2.64250 1.99122
H 5.17892 1.58142 -5.66930
H -0.06346 3.44390 4.17606
H -4.22824 -2.59557 3.77918
H -3.24831 -3.27764 -5.39438
H -1.30267 -0.08845 6.65476
H -4.06193 -4.58024 -0.70409
H -2.41466 -0.28726 -1.65680
H -3.78350 3.40214 -0.01638
H 2.34578 -5.38320 -0.02141
H 3.86451 -3.63475 -1.83094
H -4.79528 3.08038 2.21313
H -0.94710 -2.33078 5.61654
H -2.75964 7.41749 1.02164
H -2.93348 -0.32095 0.02701
H 4.74107 3.93216 -0.58718
H 2.27006 -4.31728 -2.06108
H 0.49249 -3.84678 1.06517
H -1.81354 3.42638 3.96155
H -1.22384 1.89792 5.27027
H -3.57467 -4.93257 4.29095
H -3.49038 -1.53618 1.69715
H -1.45574 -5.13050 0.58326
H 3.45460 2.66229 -1.88903
H -4.80516 4.94002 3.85372
H 2.04231 -1.90751 -2.10950
H 6.14399 1.06565 0.80242
H 2.95420 -1.70152 -0.63875
H 1.01116 -2.30065 1.72556
H 3.33612 -2.78930 1.25413
```

The LUMO energy (spin up / spin down) comes out at 0.141 / 0.141 hartree. The HOMO-LUMO gap (spin up / spin down) comes out at 4.913 / 6.802 eV. The electronic energy is -136728.6893 eV. As for the total charge: -2. The HOMO energy (spin up / spin down) comes out at -1.09 / -2.97 eV. The energy above the lowest of the compared OMol25 structures with the same formula, charge and spin comes out at 0.00 kJ/mol. Its spin multiplicity is 3.

Atom charges from the Löwdin analysis, given in e for atoms 1 to 4: 0.90 0.67 0.57 0.84